C27H44BF4N2OPtSSi | ωB97M-V/def2-TZVPD

```
! wB97M-V def2-TZVPD RIJCOSX def2/J DEFGRID3
* xyz 3 1
Pt -0.31209 -0.82034 -0.30992
S -1.54547 1.73080 1.31538
Si 0.84175 -0.88462 -2.11735
F -2.32643 -2.28727 -1.01731
F -4.40869 -1.61715 -0.24354
F -2.81259 -0.06922 -0.90479
F -2.48616 -1.26283 1.00304
O -0.25023 0.88068 0.98097
N 0.36568 -2.47623 1.02226
N 0.99409 -4.28375 2.68477
C 1.80733 -2.79638 0.90842
C 1.21777 2.22884 -2.38526
C -1.55399 0.67506 -3.62450
C -0.71341 5.97290 0.04168
C 2.18627 -3.97112 1.83750
C -1.20368 -1.82685 -3.90175
C 0.57934 -3.05285 3.43397
C -0.30449 2.01260 5.14427
C -0.13972 -4.77350 1.83356
C -2.69717 2.31952 5.07762
C 0.28463 -0.17475 -5.12789
C 0.13614 3.87382 0.85376
C -1.15576 3.36344 0.77729
C -2.22527 4.12661 0.33063
C -1.47704 1.88857 3.07365
C -1.51112 2.25705 5.79326
C 1.94836 -2.29147 -2.56804
C 3.08296 0.75044 -3.27914
C 2.65162 0.89182 -0.78442
C -0.41190 -3.71787 0.74545
C -0.65572 -0.44149 -4.01049
C -0.27774 1.82555 3.77241
C 0.35135 5.18764 0.47894
C 2.12070 1.06033 -2.17743
C -2.69069 2.12451 3.70325
C 0.07442 -2.01583 2.41012
C -1.99364 5.44750 -0.03207
B -3.11806 -1.31275 -0.28701
H 3.37576 1.71328 -0.68321
H -1.52492 2.39251 6.86577
H 2.01588 -3.06046 -0.12416
H 2.62158 0.61628 -4.25287
H 1.24288 -5.01566 3.35327
H 0.55829 -1.05387 2.56790
H 1.88979 1.02073 -0.01717
H -1.10345 1.65284 -3.75837
H 0.94697 3.25898 1.22228
H -0.53990 7.00309 -0.23694
H -2.40445 0.60406 -4.31807
H 3.70579 1.65300 -3.36562
H 3.00451 -3.71469 2.50808
H -0.99793 -1.87032 2.49329
H -3.21915 3.70264 0.26491
H -0.12577 -4.07971 -0.24039
H 2.78796 -2.38026 -1.87490
H 2.36808 -2.14907 -3.56700
H 3.20728 -0.03442 -0.63942
H -0.47483 -2.60832 -4.11039
H -1.94208 -1.85356 -4.71902
H 1.45098 -2.70722 3.98719
H -3.62980 2.51764 5.58641
H 0.97940 -0.98555 -5.34092
H -1.98712 0.57196 -2.63138
H 0.14812 -5.73750 1.41783
H -0.99349 -4.91987 2.49328
H -0.19499 -3.33884 4.14302
H 2.45275 -4.87524 1.29292
H -3.61472 2.15030 3.13997
H 1.41530 -3.24471 -2.55222
H 1.34239 5.61540 0.54622
H 0.65463 1.65092 3.25200
H 1.83375 3.12392 -2.22526
H 0.40366 2.27580 -1.66279
H -2.81516 6.06254 -0.37139
H 2.37698 -1.90424 1.16544
H -0.37578 -0.08114 -6.00489
H 0.80000 0.77842 -5.04493
H -1.46682 -3.46973 0.71845
H 0.83759 2.29099 -3.40126
H 3.74627 -0.08303 -3.05997
H -1.74438 -2.02170 -2.97722
H 0.61683 1.99239 5.71026
*
```

For the energy above the lowest of the compared OMol25 structures with the same formula, charge and spin, the calculation gives 6.308 eV. The calculation puts the LUMO energy (spin up / spin down) at -11.71 / -11.71 eV. The calculation puts the energy at -67222.7927 eV. The value obtained for the largest force on an atom is 0.0268 Eh/bohr. Its HOMO-LUMO gap (spin up / spin down) is 4.43 / 4.43 eV.



C27H44BN11O5S | ωB97M-V/def2-TZVPD

```
! wB97M-V def2-TZVPD RIJCOSX def2/J DEFGRID3
* xyz 0 1
S 5.32780 3.79897 1.60310
O 1.62690 3.49798 2.36405
O 4.58345 5.12691 1.69702
O 6.62646 3.99337 2.41115
O 0.48381 3.09437 0.15927
O 4.48274 2.57050 2.37906
N -5.64454 -0.23677 1.05085
N -3.57722 -5.92220 3.75771
N -6.54550 3.79933 -2.76205
N -0.14086 1.30547 -2.01725
N 0.64773 4.22082 -0.50934
N -5.86623 -2.22519 -2.08628
N 4.88290 -5.96679 -1.61655
N -2.34364 -3.25389 -1.42458
N -7.75566 3.40506 -2.16847
N 2.40146 -2.23724 0.45624
N 6.79988 -1.78754 1.85652
C 6.26110 1.77708 -0.10086
C -2.67903 -3.64182 -0.32654
C -2.60777 -6.62997 3.70049
C -3.08717 -4.12585 1.04021
C -1.39244 -7.51717 3.62877
C 0.97748 5.29026 -1.05358
C 5.19747 0.79633 0.61775
C -6.36468 0.73015 -1.37463
C -7.51743 -3.81899 -0.64968
C 5.58102 -5.40506 -0.81557
C -5.96426 0.19278 -0.02588
C -5.64694 3.87854 -3.58000
C 2.86933 1.95553 0.43298
C -0.87792 0.60122 -1.37989
C -1.79864 -0.28258 -0.58195
C 4.03212 1.52389 1.46824
C 1.37704 6.58979 -1.70605
C -8.46289 3.64498 -1.18455
C -4.54047 3.97655 -4.59872
C 5.86960 3.34555 -0.11804
C -9.31896 3.93776 0.02104
C 1.87561 -3.83491 -1.66697
C 8.36441 -0.51464 3.66354
C 6.45476 -4.70098 0.18942
C 2.16808 -2.94652 -0.48594
C 7.49463 -1.22256 2.65832
C -6.59879 -2.93248 -1.44883
B 1.68350 2.88079 1.04910
H 2.36106 0.95788 0.08255
H -1.90252 -1.25296 -1.07499
H 3.56447 0.69097 2.14574
H -2.72432 -3.43426 1.80339
H 1.00035 -3.46292 -2.20405
H 5.06160 3.64134 -0.88428
H 7.26882 1.69493 0.48560
H -2.66408 -5.11470 1.22605
H -7.10860 -3.97154 0.35139
H -10.32584 4.21603 -0.29790
H -8.88800 4.76116 0.59847
H 2.73158 -3.84580 -2.34488
H -2.78327 0.18322 -0.50023
H -0.60706 -7.12467 4.27800
H 2.31950 6.46031 -2.24228
H 0.75877 2.79041 -0.76830
H 8.17976 -0.91561 4.66227
H -1.65034 -8.52761 3.95237
H 3.30693 2.41885 -0.55623
H 1.95304 4.43944 2.20943
H 6.47389 1.46866 -1.20570
H -5.63190 1.46471 -1.71515
H 8.14012 0.55441 3.66150
H 7.50668 -4.84676 -0.06507
H 6.27114 -5.10264 1.18800
H 5.77309 -0.01295 1.23614
H -6.41465 -0.08447 -2.09872
H -3.67837 4.48619 -4.16322
H -8.50182 -3.35401 -0.56525
H -1.02036 -7.55568 2.60281
H -7.62189 -4.78730 -1.14343
H 6.23328 -3.63185 0.18979
H -4.17535 -4.18664 1.10365
H -1.39206 -0.43385 0.42054
H 0.60496 6.90627 -2.41406
H -9.37948 3.05161 0.65646
H 9.41695 -0.65850 3.41073
H 6.82952 3.95437 -0.34238
H -4.88550 4.53988 -5.46851
H -7.34359 1.20874 -1.30911
H 1.50399 7.36704 -0.94719
H 1.67839 -4.85339 -1.32669
H 4.66144 0.19450 -0.23052
H -4.23860 2.97634 -4.91937
*
```

The calculation puts the LUMO energy at 0.23 eV. The calculation puts the energy at -66829.3442 eV. The value obtained for the largest force on an atom is 0.3624 Eh/bohr. Its HOMO-LUMO gap is 3.97 eV.



C27H44Br12N5O2 | ωB97M-V/def2-TZVPD

```
! wB97M-V def2-TZVPD RIJCOSX def2/J DEFGRID3
* xyz 1 1
Br 4.78623 4.18697 -6.56136
Br 3.90434 0.88952 5.24248
Br -5.87706 0.64266 4.22479
Br -4.70284 4.11466 4.58279
Br 5.73627 0.20050 -1.62413
Br 7.40008 -2.68109 -4.78468
Br 6.65394 3.56764 -2.81480
Br 3.76940 -0.75977 1.94708
Br -7.00043 -4.92739 8.64234
Br 3.41534 1.06310 -5.18148
Br 8.31115 0.68139 -5.97865
Br -7.04683 -2.54773 5.82597
O -3.98762 -4.00634 -2.31592
O -0.49747 0.31268 1.20328
N -0.20879 2.64065 0.96096
N -5.66046 -1.18340 1.92884
N -4.72869 -2.24593 -0.04128
N -3.41106 -0.66023 1.18178
N -3.89882 -1.94629 -1.12544
C -6.21171 -4.30457 5.96198
C 2.41776 -0.65789 3.34488
C 1.81063 1.57702 -2.28800
C 2.41288 0.69747 4.00437
C -0.97093 1.44509 1.19552
C 3.08671 2.46922 -2.14614
C 9.41261 -0.67438 -5.11495
C -3.33496 -3.14076 -1.77880
C -4.46501 -0.96050 -2.06920
C 5.46986 2.36668 -6.67256
C -6.51966 3.42336 4.45298
C 7.39755 0.82951 -2.42689
C -2.50313 1.63176 1.51397
C -7.23408 -3.28880 2.05899
C 0.70039 1.60408 -1.29100
C -4.53844 -1.31972 1.04209
C 4.35319 1.37021 -6.85806
C -3.13608 0.35404 2.24359
C -6.66763 2.12988 5.21088
C -6.35192 -2.45707 2.09316
C 9.05684 -2.05635 -5.59789
C 2.02734 3.35940 0.04359
C 0.80287 2.49041 -0.09804
C -7.08269 -5.26809 6.72729
C 3.14159 3.37453 -0.96122
C 7.75190 2.21219 -1.94415
C -1.74566 -3.27358 -1.73101
H -5.40924 -0.93930 2.90728
H 2.14427 4.06854 0.91689
H 9.28766 -0.54873 -4.04128
H -1.28351 -2.99130 -2.72758
H -2.36751 -0.11047 2.92482
H -6.74895 3.32968 3.39308
H 6.05653 2.19299 -5.77283
H 4.03202 4.05058 -0.84315
H -5.57785 -1.04055 -2.24346
H 9.81477 -2.77716 -5.28901
H -4.05161 0.72912 2.76106
H 3.89464 2.42237 -2.92363
H -5.69606 -2.19041 -0.39669
H -2.61593 -0.81015 0.53809
H 1.75260 0.88715 -3.19623
H -0.88262 3.33526 0.60035
H -6.19652 2.14653 6.19156
H -4.21649 0.09341 -1.73480
H 10.43805 -0.42427 -5.38869
H 8.15436 0.10839 -2.11367
H -3.98049 -1.08497 -3.09152
H -8.13173 -5.22025 6.44056
H 6.13200 2.36527 -7.53946
H 8.92467 -2.11524 -6.67630
H 7.62278 2.34027 -0.87093
H 8.77889 2.46064 -2.21464
H 2.48090 1.52036 3.29453
H -2.57562 2.46858 2.28741
H -0.22753 0.97990 -1.41748
H -7.72034 1.86816 5.32341
H -1.41075 -4.28043 -1.36145
H 1.51823 0.82244 4.61579
H -1.34109 -2.50981 -0.98977
H -7.15149 4.19651 4.89068
H -5.23287 -4.15660 6.41367
H 7.26947 0.76984 -3.51086
H 1.46972 -0.83892 2.83570
H 4.75025 0.39501 -7.14355
H -6.72228 -6.28981 6.60400
H -6.08459 -4.63798 4.93066
H 2.61443 -1.47406 4.03749
H -3.12814 1.96981 0.64028
H -8.03125 -4.03649 2.30251
H 3.61134 1.68139 -7.59075
*
```

For the energy above the lowest of the compared OMol25 structures with the same formula, charge and spin, the calculation gives 0.000 eV. The calculation puts the LUMO energy at -2.73 eV. The calculation puts the energy at -880756.5049 eV. The value obtained for the largest force on an atom is 0.0880 Eh/bohr. Its HOMO-LUMO gap is 7.71 eV.